Density functional theory data (ωB97M-V/def2-TZVPD) for C30H43F5P2STi as an isolated structure at a distorted geometry.

Calculated values
2S+1: 2
total energy: -3598.126097 hartree
E_LUMO (alpha / beta): -5.22 / -5.15 eV
strongest force on any atom: 4.00 eV Å⁻¹
total charge: +1

Structure (XYZ):
```
82
C30H43F5P2STi (ωB97M-V/def2-TZVPD)
Ti -0.37 2.15 -0.45
S -2.87 -1.85 2.99
P -0.19 2.78 -2.67
P -0.64 -0.67 -3.31
F -1.45 -2.28 7.88
F -2.26 -4.74 3.04
F -1.45 -5.01 7.71
F -1.89 -6.25 5.28
F -1.93 -0.79 5.63
C 1.04 3.25 0.64
C 0.17 -2.07 -4.23
C 2.63 -3.55 -0.90
C -0.90 2.32 1.58
C -2.39 -1.15 -3.54
C 2.02 -1.31 -1.83
C -0.29 3.55 1.12
C -0.45 0.65 -4.57
C -0.18 -2.13 -0.66
C -1.72 -4.27 6.61
C 2.87 -2.33 -1.73
C -0.18 -2.93 0.63
C 0.90 -3.61 1.05
C -0.03 -0.04 2.10
C -0.97 4.44 -2.70
C -0.86 4.91 1.24
C 2.27 -3.22 0.60
C -1.72 -2.88 6.70
C -2.22 2.20 2.26
C 1.30 1.85 0.85
C -2.33 -2.73 4.31
C 1.62 2.92 -3.00
C 0.89 -1.02 -0.85
C -2.20 -4.14 4.25
C -2.01 -2.14 5.57
C -1.02 1.99 -4.11
C 2.65 1.22 0.72
C -1.94 -4.90 5.38
C 0.10 1.27 1.45
C 2.07 4.27 0.28
H 0.85 -4.46 1.75
H 1.18 -1.80 -4.54
H 2.15 -0.57 -2.65
H 3.75 -2.34 -2.39
H 2.13 1.96 -2.85
H 3.42 1.98 0.89
H -1.08 -2.90 1.24
H 2.82 0.82 -0.29
H -1.03 2.74 -4.92
H 0.34 -0.10 -1.22
H -2.58 -1.58 -4.52
H -0.95 0.28 -5.48
H 0.63 0.71 -4.80
H -0.95 -0.54 1.80
H -0.39 -2.36 -5.13
H -0.09 0.06 3.20
H 2.00 4.61 -0.75
H 1.84 3.26 -4.04
H -3.03 -0.27 -3.41
H 0.27 -2.97 -3.61
H 3.07 3.87 0.44
H -0.71 4.97 -3.64
H -0.67 5.04 -1.82
H -0.11 -2.82 -1.52
H -2.59 1.18 2.21
H -2.69 -1.88 -2.78
H -2.07 4.31 -2.67
H 3.58 -4.11 -0.85
H -0.10 5.65 1.52
H -2.07 1.87 -3.80
H 1.29 -0.68 0.11
H 2.09 3.64 -2.31
H 3.03 -3.70 1.22
H 2.41 -2.15 0.75
H -2.11 2.45 3.33
H -2.96 2.88 1.82
H -1.66 4.92 1.99
H 1.93 5.16 0.91
H -1.28 5.26 0.28
H -1.19 -1.65 -0.69
H 2.79 0.39 1.43
H 1.85 -4.18 -1.37
H 0.80 -0.71 1.86
```